w | 19
Properties=species:S:1:pos:R:3:nbo_charge:R:1 method="wB97M-V/def2-TZVPD" multiplicity=1 homo_energy_ha="-0.28386 / -0.27741" gap_ev="7.046 / 6.997" molar_mass_g_mol=150.18
C -2.96803 -1.25351 -0.54256 -0.40
C -2.54871 -0.60611 0.60732 -0.26
C 3.04024 0.44072 0.07950 -0.61
C -1.95849 0.70239 0.55821 -0.41
C 1.70182 0.86008 0.67254 -0.73
O 0.26076 0.10848 -1.56844 -1.02
P 0.43180 -0.32386 -0.06847 1.33
S 0.97256 -2.16173 -0.09446 -0.57
H -3.30466 -2.36283 -0.48840 0.22
H -3.06629 -0.62554 -1.41360 0.20
H -2.51505 -0.95249 1.60135 0.21
H 3.20556 -0.53190 0.33006 0.22
H 2.94848 0.52910 -0.97069 0.20
H 3.85458 1.11294 0.38553 0.21
H -1.50466 1.28693 1.41434 0.22
H -2.10295 1.31131 -0.31267 0.20
H 1.38240 1.84232 0.34866 0.23
H 1.79657 1.03671 1.74553 0.25
H 0.37406 -0.41302 -2.28374 0.51



x | 19
Properties=species:S:1:pos:R:3:nbo_charge:R:1 method="wB97M-V/def2-TZVPD" multiplicity=1 homo_energy_ha="-0.30097 / -0.28860" gap_ev="7.722 / 6.211" molar_mass_g_mol=150.18
C -0.94201 0.79854 -3.02756 -0.32
C -0.04418 -0.19721 -2.78739 -0.30
C 0.24864 0.59513 3.16234 -0.62
C -0.39735 -1.42942 -2.26413 -0.33
C -0.18346 -0.55626 2.26586 -0.71
O 0.17236 1.12280 0.22267 -1.00
P 0.58600 -0.43063 0.56465 1.18
S 2.55893 -0.49903 0.72048 -0.52
H -0.64311 1.74854 -3.43069 0.19
H -1.98931 0.65511 -2.82532 0.19
H 1.00158 -0.02231 -3.00725 0.21
H 1.33579 0.67437 3.18971 0.22
H -0.15462 1.53600 2.80219 0.22
H -0.11223 0.42550 4.17528 0.21
H 0.31901 -2.21991 -2.14877 0.20
H -1.42665 -1.65146 -2.04720 0.19
H -1.26774 -0.57852 2.14603 0.23
H 0.14660 -1.51830 2.66741 0.24
H 0.79176 1.54705 -0.37830 0.51



The calculated energies rank the structures as follows, beginning with the most stable: x, w.



w | 12
Properties=species:S:1:pos:R:3:nbo_charge:R:1 method="wB97M-V/def2-TZVPD" multiplicity=1 homo_energy_ha=-0.33284 gap_ev=9.494 molar_mass_g_mol=116.06
C -0.78611 0.31307 0.34100 -0.40
C -0.52942 0.03960 -1.21998 -0.75
C 0.36486 -0.39287 1.02838 -0.07
C 1.37723 0.21886 0.30874 0.40
O 0.34602 -1.66900 0.36367 -0.77
O 1.96837 1.18030 0.77775 -0.52
P 0.83650 -1.16920 -1.14350 0.99
H -1.00967 1.34366 0.46732 0.23
H -1.63023 -0.20836 0.44041 0.22
H -1.44732 0.00997 -1.71862 0.23
H 0.19762 0.79623 -1.69346 0.22
H 0.31216 -0.46226 2.04829 0.22



x | 12
Properties=species:S:1:pos:R:3:nbo_charge:R:1 method="wB97M-V/def2-TZVPD" multiplicity=1 smiles="OC1=P(O)=CC=C1" homo_energy_ha=-0.30552 gap_ev=8.671 molar_mass_g_mol=116.06
C 1.44232 0.57582 -0.30205 -0.14
C 0.91330 -0.19419 0.87002 -0.39
C 0.63603 0.64725 -1.37838 -0.59
C -0.26552 -0.75106 0.64556 0.11
O -1.10854 -1.50775 1.37091 -0.67
O -1.91526 0.77688 -0.94894 -0.96
P -0.81526 -0.40940 -1.20971 1.01
H 2.37864 1.01205 -0.05553 0.21
H 1.45172 -0.30215 1.88930 0.21
H 0.96727 1.19049 -2.28187 0.24
H -0.87699 -1.33310 2.30460 0.48
H -2.80772 0.29515 -0.90390 0.49



The calculated energies rank the structures as follows, beginning with the most stable: x, w.



w | 12
Properties=species:S:1:pos:R:3:nbo_charge:R:1 method="wB97M-V/def2-TZVPD" multiplicity=1 homo_energy_ha=-0.33125 gap_ev=8.700 molar_mass_g_mol=99.07
C 0.63700 1.11254 0.39182 -0.18
C 1.80167 1.36600 -0.21940 -0.04
C 0.45338 -0.35964 0.61367 -0.61
C -0.47251 -1.03441 -0.37526 -0.61
N 2.75176 0.34640 -0.22123 -0.86
P 2.18586 -1.01902 0.18874 1.01
H -0.00895 1.77808 0.74160 0.20
H 2.04695 2.42485 -0.38924 0.20
H -0.78240 -2.13531 -0.04221 0.22
H -0.08148 -1.13610 -1.37260 0.21
H -1.52507 -0.54863 -0.49972 0.22
H 0.09398 -0.48156 1.60674 0.24



x | 12
Properties=species:S:1:pos:R:3:nbo_charge:R:1 method="wB97M-V/def2-TZVPD" multiplicity=1 homo_energy_ha=-0.35188 gap_ev=9.866 molar_mass_g_mol=99.07
C 0.15883 0.72798 0.83239 -0.31
C 1.55455 1.01081 0.69190 0.08
C -0.31921 0.01598 -0.21538 -0.24
C -1.66946 -0.62841 -0.45407 -0.65
N 2.12961 0.60394 -0.36513 -0.71
P 1.04538 -0.18882 -1.40216 0.74
H -0.43565 0.97424 1.76915 0.22
H 1.95588 1.39579 1.56532 0.18
H -2.43886 -0.00114 -0.01409 0.23
H -1.66185 -1.62402 -0.11425 0.23
H -1.81713 -0.80482 -1.50973 0.22
H 1.49790 -1.48153 -0.78394 0.01



The calculated energies rank the structures as follows, beginning with the most stable: x, w.



w | 70
Properties=species:S:1:pos:R:3:nbo_charge:R:1 method="wB97M-V/def2-TZVPD" multiplicity=2 total_charge=-2 homo_energy_ha="-0.09086 / -0.09095" gap_ev="6.490 / 6.493" molar_mass_g_mol=734.02
V 9.41454 13.49123 10.50415 1.44
O 13.28909 13.10136 11.82114 -0.69
C 12.07060 13.09416 12.02670 0.81
O 11.19019 12.86116 11.12486 -0.73
C 11.48546 13.27283 13.43061 -0.26
C 12.24157 13.12385 14.53127 -0.11
C 11.74764 13.48384 15.81735 -0.08
C 10.51076 14.01066 15.94126 -0.16
C 9.70289 14.17360 14.79664 -0.06
C 10.17868 13.81710 13.48242 0.50
O 9.37778 14.01208 12.49644 -0.70
N 8.28696 14.69821 15.00493 0.54
O 8.19594 15.83958 15.49374 -0.42
O 7.36259 13.95286 14.77866 -0.34
N 12.50484 13.18529 17.01870 0.54
O 11.98596 13.41387 18.13881 -0.46
O 13.61688 12.76894 16.87149 -0.39
H 13.26361 12.73423 14.49226 0.25
H 10.19041 14.41255 16.88946 0.25
C 10.96531 14.92118 7.03432 -0.64
C 10.19028 16.09810 7.64852 -0.01
C 10.14929 17.29963 6.96662 -0.24
C 9.61181 18.43618 7.63271 -0.24
C 9.30517 18.39947 8.95856 -0.25
C 9.38249 17.18320 9.69178 -0.01
C 9.13957 17.02980 11.19433 -0.65
C 9.70707 16.01102 8.97936 0.12
N 9.67481 14.80902 9.55410 -0.57
H 11.51234 15.28687 6.14641 0.20
H 10.34277 14.08845 6.68963 0.23
H 11.56486 14.43743 7.87560 0.25
H 10.39350 17.43702 5.89091 0.20
H 9.53180 19.39853 7.09591 0.19
H 9.00626 19.25620 9.58898 0.19
H 9.16065 17.95007 11.74760 0.20
H 9.78521 16.25196 11.63803 0.24
H 8.19377 16.53771 11.35060 0.24
C 14.14969 10.56008 9.70214 -0.66
C 12.92864 9.84901 10.19512 -0.06
O 11.83891 10.76096 10.01428 -0.83
P 10.52258 10.47894 9.12575 2.05
O 9.70342 11.75201 9.26470 -1.15
Te 11.02222 9.65606 6.93989 -0.65
O 9.71161 9.23522 9.83430 -0.83
C 9.21433 9.52208 11.13753 -0.09
C 8.66108 8.26106 11.74158 -0.61
H 15.11188 10.09379 9.89406 0.19
H 14.18706 11.52569 10.25464 0.26
H 13.98711 10.81339 8.66797 0.22
H 13.09252 9.66372 11.27466 0.17
H 12.63790 8.90773 9.67471 0.19
H 8.43832 10.25949 11.07788 0.19
H 10.03417 9.92243 11.78040 0.18
H 7.70303 7.93061 11.30195 0.20
H 8.39449 8.38917 12.85099 0.20
H 9.36453 7.46067 11.72777 0.21
C 6.61749 13.96778 8.56495 -0.63
C 6.63569 13.11790 9.83134 0.25
C 5.25071 13.25972 10.48134 -0.62
C 6.79762 11.69992 9.35902 -0.64
O 7.58648 13.58844 10.72327 -0.76
H 5.76638 13.77398 7.93851 0.19
H 7.59396 13.92014 8.03240 0.22
H 6.48981 15.04560 8.89077 0.20
H 4.52974 12.78163 9.88686 0.19
H 5.15763 14.28179 10.76660 0.21
H 5.38728 12.62146 11.44318 0.20
H 5.92519 11.42338 8.80460 0.19
H 6.89350 10.99943 10.21763 0.18
H 7.69661 11.54494 8.76428 0.25



x | 70
Properties=species:S:1:pos:R:3:nbo_charge:R:1 method="wB97M-V/def2-TZVPD" multiplicity=2 total_charge=-2 homo_energy_ha="-0.08926 / -0.09149" gap_ev="6.381 / 6.444" molar_mass_g_mol=734.02
V -0.68113 0.40185 -1.03460 1.31
O 2.48832 -0.65040 2.23063 -0.64
C 2.35409 -1.17712 1.16406 0.81
O 2.35763 -0.60213 0.00557 -0.80
C 2.26112 -2.71451 1.08406 -0.21
C 3.33211 -3.39620 0.68116 -0.12
C 3.37502 -4.80942 0.78147 -0.11
C 2.32134 -5.51765 1.26262 -0.13
C 1.16595 -4.86245 1.65993 -0.15
C 1.08694 -3.37411 1.69021 0.47
O 0.15145 -2.71813 2.14515 -0.61
N 0.06972 -5.65993 2.20804 0.52
O 0.22114 -6.89790 2.28978 -0.48
O -0.98394 -5.09413 2.53534 -0.39
N 4.60513 -5.48379 0.48363 0.53
O 4.65547 -6.70604 0.50100 -0.45
O 5.61738 -4.79875 0.32817 -0.45
H 4.17003 -2.82804 0.24197 0.23
H 2.29985 -6.61350 1.36450 0.26
C -3.11644 2.65692 -3.39062 -0.63
C -3.44320 3.04238 -1.94281 -0.06
C -4.52713 3.82468 -1.55175 -0.22
C -4.79441 4.09409 -0.22569 -0.27
C -3.89412 3.70082 0.77148 -0.21
C -2.84338 2.87422 0.50849 -0.04
C -1.86288 2.33875 1.55221 -0.61
C -2.64485 2.57620 -0.87490 0.19
N -1.54335 1.82133 -1.23224 -0.66
H -2.02864 2.71543 -3.51602 0.24
H -3.61363 3.28941 -4.14946 0.19
H -3.48465 1.65457 -3.62116 0.22
H -5.15979 4.22745 -2.31070 0.19
H -5.62100 4.75066 0.07955 0.19
H -4.11813 4.00905 1.80410 0.19
H -2.24343 2.56728 2.55362 0.19
H -0.94657 2.89561 1.42335 0.24
H -1.66280 1.28488 1.45860 0.24
C 5.66756 1.72074 0.06705 -0.63
C 4.44232 0.92872 0.25868 -0.07
O 3.23737 1.67662 0.61589 -0.82
P 1.80601 1.31762 -0.10455 2.11
O 0.52269 0.81021 0.56332 -1.10
Te 1.55611 0.97730 -2.53652 -0.44
O 1.32111 2.90414 -0.10293 -0.84
C 2.17159 3.96296 -0.49549 -0.06
C 1.20250 5.11052 -0.67117 -0.62
H 6.50430 1.03685 -0.08834 0.21
H 5.90171 2.25452 1.00708 0.20
H 5.53768 2.51337 -0.68993 0.21
H 4.52742 0.19651 1.07626 0.20
H 4.23957 0.34604 -0.63445 0.21
H 2.61237 3.66619 -1.49870 0.17
H 2.96558 4.16900 0.19461 0.17
H 0.43458 4.81444 -1.41478 0.22
H 1.62476 6.05234 -0.95873 0.18
H 0.74660 5.26352 0.27124 0.20
C -3.59261 -1.89169 -1.55407 -0.61
C -2.61780 -1.95427 -0.41408 0.22
C -3.27678 -1.46439 0.86839 -0.63
C -2.02382 -3.31509 -0.08404 -0.64
O -1.52543 -1.13243 -0.77039 -0.76
H -4.31529 -2.70343 -1.49998 0.20
H -3.06557 -1.95970 -2.50087 0.21
H -4.19434 -0.99651 -1.49986 0.21
H -3.95356 -2.25748 1.28654 0.20
H -3.78465 -0.49083 0.78143 0.20
H -2.53291 -1.33229 1.63108 0.24
H -2.71701 -4.16046 0.10231 0.20
H -1.32124 -3.28426 0.77406 0.28
H -1.42004 -3.60016 -0.93789 0.20



The calculated energies rank the structures as follows, beginning with the most stable: w, x.



w | 29
Properties=species:S:1:pos:R:3:nbo_charge:R:1 method="wB97M-V/def2-TZVPD" multiplicity=1 smiles=CC(C)(CO)P(N)c1ccccc1 homo_energy_ha=-0.30084 gap_ev=8.998 molar_mass_g_mol=197.22
C 3.76729 0.41860 0.23729 -0.22
C 3.20408 -0.87253 0.29714 -0.20
C 3.08118 1.37647 -0.46147 -0.20
C 1.85827 -1.03689 -0.00258 -0.24
C 1.88776 1.10304 -1.13004 -0.21
C 1.19234 -0.00294 -0.65593 -0.33
C -1.28459 1.63701 0.55628 -0.63
C -2.98967 -0.18094 -0.10598 -0.08
C -1.10416 -0.58883 1.61465 -0.61
C -1.54325 0.12903 0.32037 -0.30
N -0.68477 -2.02032 -0.91644 -1.20
O -3.59230 0.73634 -1.04823 -0.70
P -0.52087 -0.34246 -1.22436 0.95
H 4.71997 0.76156 0.68950 0.22
H 3.84110 -1.58665 0.71191 0.21
H 3.60053 2.43041 -0.57865 0.21
H 1.18978 -1.90816 0.18245 0.24
H 1.38968 1.87099 -1.76200 0.23
H -2.02829 2.22873 0.91498 0.22
H -0.46456 1.91192 1.08029 0.21
H -1.17938 2.22845 -0.35924 0.21
H -2.92840 0.56972 -1.69968 0.46
H -3.61581 -0.00381 0.70447 0.19
H -3.11774 -1.28264 -0.42219 0.15
H -1.00434 -1.58428 1.27845 0.22
H -0.21807 -0.22928 1.90746 0.21
H -1.80581 -0.60363 2.31472 0.20
H -0.06893 -2.72356 -1.34004 0.40
H -1.58104 -2.43535 -1.10310 0.39



x | 29
Properties=species:S:1:pos:R:3:nbo_charge:R:1 method="wB97M-V/def2-TZVPD" multiplicity=1 homo_energy_ha="-0.26861 / -0.26308" gap_ev="7.802 / 6.816" molar_mass_g_mol=197.22
C -0.70882 0.69550 4.28676 -0.21
C -1.31586 1.46449 3.31718 -0.22
C -0.21395 -0.60680 3.97999 -0.20
C -1.44933 0.90720 2.03831 -0.19
C -0.39833 -1.15581 2.70210 -0.20
C -1.03167 -0.36474 1.74497 -0.40
C 1.11464 -1.76775 -1.67651 -0.71
C 0.26657 0.27046 -2.78397 -0.69
C 1.92222 0.45611 -0.66173 -0.68
C 1.01131 -0.30928 -1.57752 0.17
N -2.80969 -0.31775 -0.42804 -1.22
O -1.40285 -2.47441 -0.11310 -1.09
P -1.26637 -1.02933 0.05445 1.70
H -0.45894 1.23252 5.30391 0.22
H -1.63874 2.55646 3.48035 0.22
H 0.16417 -1.11531 4.89075 0.22
H -1.90245 1.51015 1.26382 0.21
H -0.14642 -2.12548 2.42495 0.23
H 0.69817 -2.18062 -0.73350 0.26
H 0.53796 -2.05598 -2.54913 0.22
H 2.21396 -2.13301 -1.88236 0.20
H -0.68541 -0.20884 -2.83432 0.23
H 0.74469 0.05737 -3.72757 0.22
H 0.04567 1.38682 -2.74403 0.21
H 1.40578 1.33096 -0.29556 0.23
H 2.33438 -0.07251 0.14855 0.23
H 2.60901 0.87601 -1.31068 0.22
H -2.89293 0.57403 -0.99060 0.40
H -3.34925 -1.19650 -0.83290 0.42



The calculated energies rank the structures as follows, beginning with the most stable: w, x.